Below is a molecular structure, C8H22F2O10P2V, with properties calculated with ωB97M-V/def2-TZVPD.

Last column: Löwdin charge in e.
CARTESIAN COORDINATES (ANGSTROEM)
V1 -1.72896 -0.46360 1.21142  1.094
F1 -2.23744 -2.42212 1.27541  -0.567
F2 -1.60259 -0.29720 3.23606  -0.536
O1 -0.96821 1.52869 0.92355  -0.369
C1 -2.08248 2.37741 0.93425  -0.373
C2 -3.42115 1.70767 0.52863  -0.391
O2 -3.62145 0.40907 1.00559  -0.351
H1 -1.96989 3.12559 0.12523  0.080
H2 -2.12388 2.87906 1.90850  0.092
H3 -3.46001 1.69914 -0.57931  0.059
H4 -4.26237 2.38652 0.75757  0.090
C3 3.58009 -2.34203 3.18016  -0.107
O3 2.21251 -2.27893 2.75775  -0.214
P1 1.76817 -1.19776 1.63178  0.429
O4 0.34082 -1.08882 1.40880  -0.231
O5 2.39600 0.18117 2.11554  -0.219
C4 1.71958 0.86493 3.18848  -0.074
O6 2.63480 -1.54378 0.33657  -0.213
C5 3.32871 -2.79227 0.16026  -0.083
H5 4.22149 -1.71627 2.56040  0.083
H6 3.88368 -3.39064 3.12124  0.088
H7 3.60169 -2.05132 4.23229  0.094
H8 0.93661 0.26401 3.64519  0.084
H9 1.22289 1.72242 2.72277  0.088
H10 2.44376 1.33886 3.84882  0.080
H11 2.91526 -3.58417 0.77635  0.091
H12 4.38937 -2.58920 0.29175  0.088
H13 3.17186 -3.06005 -0.88507  0.085
C6 1.42209 -0.18765 -2.46348  -0.074
O7 0.13577 -0.37567 -3.04402  -0.204
P2 -1.17722 -0.01006 -2.25263  0.425
O8 -1.33672 -0.61580 -0.92885  -0.235
O9 -1.11410 1.58437 -2.16316  -0.211
C7 -0.74562 2.41170 -3.24696  -0.099
O10 -2.29993 -0.29301 -3.34781  -0.197
C8 -3.62834 0.04032 -2.91914  -0.085
H14 1.96186 -1.13658 -2.48155  0.082
H15 1.35927 0.14272 -1.42941  0.090
H16 1.98586 0.48246 -3.11285  0.090
H17 0.22080 2.88719 -3.06298  0.088
H18 -1.50178 3.18798 -3.33156  0.090
H19 -0.61648 1.83843 -4.16749  0.085
H20 -3.81334 -0.16498 -1.86323  0.086
H21 -4.33525 -0.55478 -3.49238  0.087
H22 -3.80575 1.09701 -3.11246  0.087

Results
- HOMO (alpha / beta) (Ha) = -0.1359 / -0.1411
- frontier orbital gap (alpha / beta) (eV) = 6.040 / 6.179
- charge = -1
- multiplicity = 3

Below is a molecular structure, C8H22F6NO11S2V, with properties calculated with ωB97M-V/def2-TZVPD.

Last column: Löwdin charge in e.
CARTESIAN COORDINATES (ANGSTROEM)
O1 0.67428 -1.68632 0.78142  -0.274
V1 0.06668 -0.74475 -0.27221  0.833
O2 1.25708 0.17809 -0.79706  -0.318
C1 0.64106 -4.80603 -1.83413  -0.628
F1 0.93223 -4.86599 -3.12758  0.165
F2 0.29125 -6.00121 -1.41670  0.179
F3 1.63404 -4.25510 -1.13968  0.148
S1 -0.89432 -3.63791 -1.42113  0.744
O3 -2.00875 -4.14821 -2.23400  -0.295
O4 -1.13503 -3.69923 0.03698  -0.317
N1 -0.48902 -2.01835 -1.86552  -0.376
S2 -0.96174 -1.90322 -3.34882  0.623
O5 -0.50341 -2.93226 -4.26942  -0.282
O6 -2.39421 -1.57543 -3.32297  -0.300
C2 0.06483 -0.38677 -4.11544  -0.614
F4 1.30460 -0.75956 -4.11054  0.171
F5 -0.34947 -0.25291 -5.40907  0.122
F6 -0.01302 0.77738 -3.45512  0.118
O7 -0.05283 1.03857 1.51707  -0.042
H1 -0.90977 0.90878 1.92334  0.002
H2 0.33799 1.76198 2.00713  0.080
O8 -2.04020 -0.98543 0.58350  -0.043
H3 -2.66879 -1.00333 -0.13816  0.085
H4 -2.17630 -1.81517 1.04093  0.056
O9 -1.24367 1.17551 -1.14110  -0.058
H5 -1.02585 1.90936 -1.71577  0.065
H6 -1.87067 1.53846 -0.51551  0.065
C3 -3.23205 -1.37519 3.97712  -0.016
C4 -2.16564 -0.16422 4.16647  -0.486
C5 -0.75700 -0.73434 4.26998  -0.047
O10 -2.38024 0.75742 3.18839  -0.049
H7 -3.06312 -2.03730 3.12790  0.065
H8 -4.21034 -0.89551 4.00791  0.069
H9 -3.25438 -2.01644 4.85826  0.073
H10 -2.30498 0.33002 5.12792  0.131
H11 -0.71925 -1.39319 5.13751  0.085
H12 -0.05910 0.05042 4.56187  0.084
H13 -0.48667 -1.32387 3.39393  0.075
H14 -3.33255 0.87167 3.14750  0.105
C6 2.09567 3.42820 -1.45772  -0.046
C7 3.17109 3.92212 -0.39043  -0.427
C8 4.60081 3.60342 -0.83126  -0.069
O11 2.94169 5.35595 -0.20177  -0.075
H15 2.35355 2.41025 -1.74989  0.056
H16 2.12465 4.08528 -2.32691  0.074
H17 1.11889 3.41028 -0.97430  0.062
H18 3.04122 3.40242 0.55885  0.126
H19 4.79690 4.25507 -1.68273  0.076
H20 4.83038 2.56588 -1.07397  0.079
H21 5.34627 3.82211 -0.06670  0.074
H22 3.07720 5.85858 -1.00837  0.074

Results
- HOMO (Ha) = -0.3766
- frontier orbital gap (eV) = 9.614

Below is a single C8H22N2Si molecule, with properties calculated with ωB97M-V/def2-TZVPD.

Last column: Löwdin charge in e.
CARTESIAN COORDINATES (ANGSTROEM)
N1 -0.64577 0.22149 -1.00880  -0.073
N2 -0.66205 0.18489 1.88588  -0.093
C1 -0.08683 -1.47839 -2.65697  -0.075
C2 -0.10997 1.00235 -3.29706  -0.065
C3 0.43311 -1.50429 3.33447  -0.088
C4 -0.86632 -2.19663 1.24482  -0.067
C5 0.18188 -0.03310 -2.20857  -0.497
C6 0.02605 -1.12479 1.92998  -0.521
C7 -0.79434 2.90234 0.63985  -0.170
C8 1.70330 1.19662 0.33076  -0.173
Si1 -0.14741 1.13161 0.44587  0.442
H1 -1.60986 0.37198 -1.27097  0.077
H2 -0.41916 0.74642 2.71144  0.067
H3 0.10993 -2.14381 -1.81013  0.065
H4 -1.12662 -1.58231 -2.98492  0.076
H5 0.55376 -1.77185 -3.51596  0.081
H6 0.34256 0.77419 -4.24557  0.065
H7 -1.17565 1.02247 -3.46237  0.070
H8 0.27472 1.98738 -2.97123  0.081
H9 -0.42695 -1.76314 3.97627  0.081
H10 1.02402 -2.42805 3.36897  0.077
H11 1.00898 -0.72974 3.87114  0.078
H12 -1.13195 -1.90031 0.24773  0.029
H13 -1.77096 -2.33503 1.85018  0.081
H14 -0.33577 -3.13343 1.13176  0.069
H15 1.23773 -0.00110 -1.89109  0.105
H16 0.97062 -0.94183 1.35015  0.102
H17 -0.22980 3.42441 1.42820  0.032
H18 -0.63350 3.41330 -0.30760  0.018
H19 -1.85544 2.91611 0.92039  0.027
H20 1.83246 2.15012 -0.16922  0.029
H21 2.12736 1.26626 1.31676  0.029
H22 2.20185 0.35587 -0.18413  0.036

Results
- HOMO (Ha) = -0.3231
- frontier orbital gap (eV) = 9.629
- SMILES = CC(C)N[Si](C)(C)NC(C)C
- relative energy (zero: lowest compared OMol25 entry of this formula, charge and spin) (kcal per mole) = 0.0

Below is a single C8H22Si2 molecule, with properties calculated with ωB97M-V/def2-TZVPD.

Last column: Löwdin charge in e.
CARTESIAN COORDINATES (ANGSTROEM)
C1 -3.09484 -1.16608 1.80051  -0.175
C2 -2.36409 -1.59360 -1.18980  -0.180
C3 -0.85229 -3.02381 1.00046  -0.172
C4 2.64023 1.75681 1.09918  -0.186
C5 2.84627 1.05570 -2.01574  -0.179
C6 0.77030 2.98406 -0.96936  -0.181
C7 -0.56243 0.09648 0.59393  -0.347
C8 0.63415 -0.05443 -0.27370  -0.346
Si1 -1.70439 -1.39919 0.53550  0.513
Si2 1.77715 1.46326 -0.54079  0.508
H1 -3.30097 -0.14423 2.02972  0.010
H2 -2.74623 -1.64172 2.71258  0.022
H3 -4.02023 -1.62091 1.39738  0.036
H4 -2.29103 -0.63564 -1.71632  0.034
H5 -1.84162 -2.31598 -1.79031  0.022
H6 -3.40286 -1.86639 -1.19255  0.018
H7 0.01254 -2.77443 1.66144  0.042
H8 -0.48886 -3.60398 0.17185  0.019
H9 -1.53681 -3.56994 1.60137  0.005
H10 2.98411 0.78672 1.40475  0.010
H11 3.51960 2.44087 0.99724  0.042
H12 1.99699 2.10555 1.92566  0.038
H13 2.34894 0.22719 -2.52611  0.023
H14 2.89112 1.89557 -2.76359  0.049
H15 3.82293 0.72471 -1.70108  0.017
H16 1.39872 3.84370 -0.83883  0.021
H17 -0.02966 3.09443 -0.24095  0.023
H18 0.39821 2.93811 -1.97337  0.023
H19 -0.24590 0.20658 1.62956  0.075
H20 -1.14712 1.00887 0.34572  0.080
H21 0.34994 -0.34864 -1.29359  0.065
H22 1.23816 -0.86964 0.11922  0.072

Results
- HOMO (Ha) = -0.3323
- frontier orbital gap (eV) = 9.878
- SMILES = C[Si](C)(C)CC[Si](C)(C)C
- relative energy (zero: lowest compared OMol25 entry of this formula, charge and spin) (kcal per mole) = 0.0

Below is a molecular structure, C8H23ClI2NOP2W, with properties calculated with ωB97M-V/def2-TZVPD.

Last column: Löwdin charge in e.
CARTESIAN COORDINATES (ANGSTROEM)
I1 -0.03938 1.14344 2.16162  0.448
I2 -0.15073 -1.41261 1.62483  0.434
W1 -0.02914 0.85953 -2.88838  0.925
P1 -1.80231 0.08837 -1.70437  0.638
C1 -2.72097 0.17277 -0.16863  -0.270
C2 -2.62991 1.51011 -2.58002  -0.214
H1 -3.68767 1.21159 -2.59342  0.110
H2 -3.69440 -1.18243 -2.43139  0.102
H3 -2.29735 1.70437 -3.60762  0.038
H4 -2.25301 -1.52194 -3.49369  0.066
H5 -2.44560 1.08551 0.36693  0.014
H6 -2.55573 2.44456 -2.02132  0.087
C3 -2.59931 -1.34788 -2.46528  -0.187
H7 -3.76614 0.16649 -0.48640  0.096
H8 -2.33922 -2.21873 -1.84312  0.086
H9 -2.44308 -0.71197 0.41641  -0.040
P2 1.68100 0.05530 -1.65465  0.642
C4 2.58649 0.16087 -0.11412  -0.277
C5 2.49888 -1.38964 -2.40413  -0.175
H10 2.10320 1.66115 -3.58459  0.032
H11 3.52154 1.18076 -2.61174  0.118
H12 2.42064 2.41558 -2.01228  0.093
C6 2.45920 1.46962 -2.55844  -0.234
H13 2.15206 -1.55443 -3.42910  0.064
H14 3.58250 -1.22468 -2.35651  0.095
H15 3.64860 0.21947 -0.40738  0.102
H16 2.35079 -0.74541 0.46302  -0.010
H17 2.22621 -2.24472 -1.77636  0.083
H18 2.26112 1.05231 0.44649  -0.009
Cl1 -0.01725 0.41980 -5.07668  0.299
C7 -0.05389 0.62029 5.76921  -0.047
C8 -0.23322 -0.82974 5.35941  -0.635
N1 0.95425 -1.53626 5.21143  0.135
O1 -1.29992 -1.40514 5.18842  0.025
H19 0.35659 0.69136 6.79494  0.110
H20 -1.04167 1.09667 5.77064  0.092
H21 0.64164 1.10979 5.07774  0.014
H22 0.88006 -2.25766 4.50945  0.061
H23 1.77515 -0.95646 5.10909  0.092

Results
- HOMO (alpha / beta) (Ha) = -0.5894 / -0.5903
- frontier orbital gap (alpha / beta) (eV) = 1.920 / 2.370
- charge = +3
- multiplicity = 3
- relative energy (zero: lowest compared OMol25 entry of this formula, charge and spin) (kcal per mole) = 111.6

Below is a molecular structure, C8H23FHfNO5, with properties calculated with ωB97M-V/def2-TZVPD.

Last column: Löwdin charge in e.
CARTESIAN COORDINATES (ANGSTROEM)
Hf1 3.32264 -10.88399 33.78682  2.315
F1 5.20441 -11.07294 32.62342  -0.428
C1 6.60928 -13.26730 34.83634  -0.013
C2 5.15365 -13.61540 34.92362  -0.403
C3 4.65237 -14.86230 35.62733  -0.182
O1 3.23316 -14.88135 35.72699  -0.191
C4 2.85305 -16.17600 36.18507  -0.064
N1 4.40389 -12.40462 35.46198  -0.046
H1 7.12529 -14.02607 34.25015  0.118
H2 6.98058 -13.24654 35.86573  0.115
H3 6.78672 -12.28580 34.39846  0.071
H4 4.68084 -13.70750 33.93066  0.127
H5 5.03472 -14.86436 36.65446  0.159
H6 5.04211 -15.68333 35.02183  0.159
H7 2.99396 -16.90665 35.38566  0.108
H8 1.78140 -16.11191 36.37526  0.104
H9 3.27095 -16.58128 37.10871  0.113
H10 5.06486 -12.05123 36.16493  0.123
H11 3.73158 -12.84172 36.11129  0.100
C5 8.41871 -10.24507 31.39546  -0.151
C6 7.44223 -10.08199 30.19475  -0.174
O2 6.78438 -11.31393 29.85821  -0.010
O3 7.84378 -10.04617 32.66283  0.032
H12 9.27717 -9.57411 31.37220  0.146
H13 8.77489 -11.27896 31.28227  0.158
H14 8.00096 -9.86945 29.27933  0.143
H15 6.81026 -9.18632 30.16516  0.137
H16 6.14301 -11.43071 30.57193  0.050
H17 6.90099 -10.24822 32.52354  0.040
C7 1.50663 -10.91503 30.83910  -0.106
C8 0.56983 -10.19536 31.80428  -0.132
O4 1.05941 -10.39509 33.14722  -0.186
O5 2.87700 -10.64177 31.29444  -0.158
H18 1.36888 -10.51939 29.83502  0.164
H19 1.25738 -11.97437 30.88298  0.147
H20 -0.42758 -10.63536 31.74041  0.162
H21 0.43571 -9.11590 31.71328  0.157
H22 0.33451 -10.14447 33.74806  0.157
H23 3.36112 -10.30934 30.52314  0.141

Results
- HOMO (Ha) = -0.6750
- frontier orbital gap (eV) = 2.723
- charge = +3
- relative energy (zero: lowest compared OMol25 entry of this formula, charge and spin) (kcal per mole) = 0.0

Below is 6 unconnected molecules or ions with the total composition C8H23N3O11, with properties calculated with ωB97M-V/def2-TZVPD.

Last column: Löwdin charge in e.
CARTESIAN COORDINATES (ANGSTROEM)
C1 -2.59170 4.46125 1.79971  -0.174
O1 -1.58069 4.98724 0.96233  -0.123
H1 -2.20813 3.84796 2.61924  0.068
H2 -3.20506 5.25202 2.25160  0.075
H3 -3.23215 3.84089 1.17745  0.077
H4 -0.91336 5.40743 1.51078  0.075
C2 -2.35032 -0.20158 -3.27483  -0.160
O2 -3.08325 -0.90297 -4.26292  -0.115
H5 -2.49550 0.88163 -3.30461  0.089
H6 -2.67897 -0.59881 -2.31723  0.071
H7 -1.27910 -0.37716 -3.41032  0.056
H8 -2.95150 -0.46508 -5.10794  0.076
C3 3.06805 -0.88918 2.81226  0.054
N1 2.51234 0.05036 1.79972  -0.431
O3 1.52469 0.69151 2.09286  0.065
O4 3.10501 0.12990 0.74637  0.068
H9 3.19001 -1.84486 2.31820  0.077
H10 2.37872 -0.92673 3.64648  0.099
H11 4.01755 -0.46269 3.12219  0.102
C4 0.51374 -5.26178 0.61459  0.050
N2 1.36116 -4.22879 1.24522  -0.436
O5 1.99544 -4.55956 2.22578  0.080
O6 1.35166 -3.11749 0.75846  0.047
H12 1.10084 -6.16367 0.47529  0.102
H13 0.15156 -4.90564 -0.34226  0.097
H14 -0.31256 -5.45549 1.29325  0.107
C5 -1.16457 -0.63382 0.66637  0.049
N3 -1.50861 0.17061 1.87432  -0.441
O7 -1.41601 1.37140 1.79721  0.065
O8 -1.84834 -0.44698 2.86505  0.060
H15 -0.87593 0.03046 -0.13445  0.072
H16 -2.02656 -1.25721 0.45134  0.102
H17 -0.32955 -1.27126 0.95241  0.076
C6 1.25851 -0.86489 -1.91687  -0.055
O9 1.03786 0.48785 -1.56489  -0.051
C7 0.89386 1.36161 -2.57816  -0.618
O10 0.81644 1.06992 -3.73259  0.131
O11 0.82047 2.61601 -2.15714  0.022
C8 0.73634 2.91293 -0.76076  -0.024
H18 1.82232 -1.32580 -1.10587  0.069
H19 1.91917 -0.93207 -2.78598  0.105
H20 0.35605 -1.44015 -2.11473  0.088
H21 -0.07381 2.36455 -0.27845  0.076
H22 0.54399 3.97456 -0.68988  0.088
H23 1.64989 2.62357 -0.23863  0.090

Results
- HOMO (Ha) = -0.3729
- frontier orbital gap (eV) = 9.628
- SMILES = C[N+](=O)[O-].C[N+](=O)[O-].C[N+](=O)[O-].COC(=O)OC.CO.CO

Below is 3 unconnected molecules or ions with the total composition C8H23O8PS, with properties calculated with ωB97M-V/def2-TZVPD.

Last column: Löwdin charge in e.
CARTESIAN COORDINATES (ANGSTROEM)
O1 -1.28428 -1.91050 2.13508  -0.390
S1 -0.59651 -1.03326 3.03174  0.909
O2 0.19184 0.00600 2.05692  -0.268
O3 -1.70456 -0.00238 3.69936  -0.401
P1 -2.90850 0.65666 2.79050  0.284
O4 -3.33187 1.92664 3.35694  -0.229
O5 -2.44726 0.74008 1.28895  -0.118
O6 -4.04575 -0.43854 2.80094  -0.079
H1 0.51017 0.74896 2.58611  0.057
H2 -1.56785 1.14973 1.17144  -0.041
H3 -3.96348 -0.98346 2.00764  0.088
C1 0.42824 1.77125 -1.24413  -0.042
C2 -0.85860 2.25561 -0.59536  -0.218
O7 -0.83803 2.24099 0.82847  -0.218
C3 0.14294 3.04919 1.45580  -0.245
C4 0.02871 4.52557 1.12678  -0.053
H4 0.64144 0.76458 -0.88439  0.064
H5 0.31041 1.74055 -2.32679  0.088
H6 1.29019 2.40259 -1.02548  0.076
H7 -1.67133 1.58179 -0.86761  0.128
H8 -1.13850 3.24607 -0.96722  0.121
H9 1.14813 2.67791 1.22335  0.119
H10 -0.00697 2.90750 2.52781  0.128
H11 0.17793 4.72061 0.06463  0.073
H12 0.78088 5.08945 1.67824  0.084
H13 -0.95794 4.90042 1.39963  0.092
C5 1.09783 -3.40873 -0.16315  -0.073
C6 0.83476 -2.24675 -1.09189  -0.284
O8 1.95472 -1.84892 -1.86356  -0.163
C7 2.46815 -2.81736 -2.75820  -0.282
C8 1.47135 -3.28819 -3.80361  -0.080
H14 1.91771 -3.17352 0.51706  0.085
H15 0.18187 -3.56199 0.40844  0.068
H16 1.34530 -4.34391 -0.66716  0.070
H17 0.58011 -1.38417 -0.47515  0.089
H18 -0.02803 -2.43187 -1.74170  0.114
H19 2.87640 -3.67066 -2.20433  0.108
H20 3.31071 -2.33432 -3.25280  0.117
H21 0.61134 -3.78708 -3.35576  0.066
H22 1.94843 -3.99410 -4.48384  0.076
H23 1.09993 -2.44243 -4.38373  0.080

Results
- HOMO (Ha) = -0.3583
- frontier orbital gap (eV) = 10.106
- relative energy (zero: lowest compared OMol25 entry of this formula, charge and spin) (kcal per mole) = 0.0

It is found that the E values, taken in the order of the records, are -78835.805; -96326.570; -19512.695; -24409.792; -61300.837; -24385.652; -35652.377; -45174.818 eV.